DFT (wB97M-V/def2-TZVPD) results for a single C3H5N3 molecule.

Properties
* energy above the lowest of the compared OMol25 structures with the same formula, charge and spin: 54.00 kJ/mol
* electronic energy: -7661.896 eV
* structure (SMILES): Nc1ccn[nH]1

Last column: natural (NBO) charge in e.
Element x y z (Å)
N  0.444  1.808  0.251  -0.836
C  0.145  0.447  0.031  0.281
C  -0.993  -0.322  0.162  -0.383
C  -0.566  -1.637  -0.106  -0.052
N  0.727  -1.688  -0.392  -0.269
N  1.136  -0.417  -0.296  -0.337
H  -0.123  2.150  1.019  0.378
H  0.252  2.380  -0.567  0.376
H  -1.988  0.023  0.406  0.226
H  -1.146  -2.549  -0.083  0.206
H  2.112  -0.196  -0.426  0.410

Atomic forces in eV per Å
N -0.3 0.1 0.0
C 0.1 -0.4 0.0
C 0.0 0.2 0.0
C 0.1 -0.1 0.0
N -0.2 0.0 0.0
N 0.2 0.2 0.0
H 0.1 0.1 -0.1
H 0.1 -0.1 0.1
H 0.1 0.0 0.0
H 0.1 0.1 -0.1
H -0.2 0.0 0.0